1.
{
  "formula": "C43H60BiBrCl2FN3O6PSe",
  "method": "ωB97M-V/def2-TZVPD",
  "total_energy_ev": -240604.9718,
  "charge": -1,
  "max_force_ev_per_a": 0.767,
  "multiplicity": 1,
  "homo_lumo_gap_ev": 7.223,
  "lumo_energy_ev": 2.187,
  "de_lowest_kj_mol": 33.3,
  "symbols": ["H", "H", "C", "H", "H", "C", "O", "C", "H", "C", "H", "H", "H", "C", "H", "C", "H", "H", "H", "H", "C", "C", "H", "H", "H", "H", "H", "H", "C", "H", "C", "C", "H", "H", "H", "C", "C", "Cl", "H", "C", "H", "C", "H", "H", "H", "C", "F", "C", "H", "C", "C", "C", "H", "H", "H", "P", "H", "C", "H", "H", "H", "H", "Bi", "H", "C", "C", "H", "C", "H", "C", "H", "H", "O", "H", "C", "C", "H", "C", "H", "H", "H", "H", "H", "H", "O", "H", "C", "O", "Br", "H", "C", "C", "O", "C", "H", "C", "C", "N", "N", "C", "C", "H", "H", "H", "C", "C", "C", "C", "C", "H", "C", "H", "N", "H", "O", "C", "H", "Cl", "Se"],
  "positions_angstrom": [[-1.554611, 6.288345, -0.001979], [2.913291, 4.939939, 0.384393], [2.893592, -0.188199, 2.096752], [2.154869, 3.580117, -0.469198], [-6.491687, 1.314438, 3.402381], [-3.924018, 0.621898, 4.361889], [-0.116363, 0.615021, 2.664312], [-2.996044, -1.587028, -2.636960], [-2.992612, -1.105982, -1.661482], [0.134745, -3.520802, 2.545694], [-5.310476, 4.185838, -1.350380], [-0.803441, 3.065044, 5.806022], [-1.327476, -2.988697, 5.577045], [-3.320398, -3.796239, -3.650610], [-2.200221, -3.010071, -0.618814], [-3.145474, 3.351623, 0.148380], [0.430541, -0.063168, 7.377348], [1.767094, 1.351237, 5.826599], [-5.895585, 5.849845, -1.491808], [-1.218041, -0.541368, 6.947384], [-5.331952, -0.657900, 5.987495], [1.221214, -4.263375, 2.981788], [-3.340760, 7.439988, 0.694514], [-6.487469, 1.818094, 6.359026], [0.826796, 5.249221, -1.977720], [-6.316950, -0.744676, 6.454973], [1.932683, 6.395100, -1.192630], [-4.748490, 1.940512, 6.656847], [-0.556962, 4.427117, 0.179659], [2.911784, 2.289293, -3.739906], [-2.042191, 2.532992, 0.271086], [-1.700575, 5.219042, 0.071535], [0.194620, 6.717290, -1.238474], [0.022406, 6.923279, 1.261410], [-4.034640, -3.335683, -4.332967], [-0.322030, 0.950064, 5.612941], [-5.285027, 0.559466, 5.053958], [1.635876, 3.357767, -5.400691], [2.172107, 3.805699, -3.154625], [-0.167985, -3.147642, 1.101866], [-4.130549, 2.897953, 0.149697], [-5.505287, 1.835471, 5.877689], [-4.624500, 5.676867, 2.032589], [-5.449092, 2.717973, 5.237488], [0.646101, 5.643740, 2.306354], [-0.764859, -3.065598, 3.512805], [-0.895428, 0.075134, -1.649041], [-3.000165, 4.730048, 0.038199], [1.099467, 2.000010, 4.317560], [0.801335, 6.165542, 1.360111], [-3.870351, 7.099991, -0.197752], [2.038642, 4.281642, 0.354639], [-7.377517, 0.343748, 4.581506], [1.408861, 0.278512, 4.458782], [-1.596206, -2.462408, 3.173026], [-1.381303, -1.178935, -3.472128], [-5.132326, -1.575883, 5.431007], [0.795126, 5.164646, 0.192933], [1.765802, 6.678761, 1.406896], [-0.329070, -4.140753, -1.488961], [-2.575550, -4.621575, -1.299155], [2.271062, -5.117682, 4.634809], [0.430728, 0.103315, 0.676032], [-4.782331, 7.694577, -0.292630], [-6.428752, 0.435873, 4.047572], [-1.622906, -2.538150, -4.791110], [-4.371047, 5.366878, -2.258994], [2.010718, 2.890604, -3.713361], [-3.665058, -4.804963, -3.404522], [-4.235371, 5.619014, -0.105057], [0.148146, -1.135720, 5.996385], [3.886148, -0.213341, 2.578732], [0.263806, -3.863169, 0.180684], [-4.588206, -0.579970, 6.781953], [-5.152322, 5.425107, 1.110555], [1.404390, -4.547671, 4.329460], [-6.036211, 6.064623, 1.031271], [-2.760492, 0.700338, 5.122913], [0.659908, -2.422537, -2.785503], [2.016602, 3.688005, 1.266507], [-2.864118, 0.723132, 6.202480], [0.221609, 2.427372, 7.102834], [-0.694416, -2.636384, -5.362385], [-1.507789, 2.076436, 7.087314], [2.168645, -1.199240, 2.173845], [-4.620787, 0.620455, 2.322889], [1.070499, 1.155403, 5.004901], [-0.911907, -2.124109, 0.973823], [2.573208, -4.923708, 1.817897], [-5.489126, 4.390819, 1.194523], [-1.050327, -4.449245, -3.456044], [0.488738, -4.101634, 5.268145], [0.322844, 2.225052, 0.242117], [-3.764769, 0.633438, 2.984499], [-0.067882, -4.436439, -3.928521], [-0.628337, 2.203607, 6.453393], [-0.718627, 3.025944, 0.249900], [-3.256233, -3.017851, -2.428835], [-2.032202, -3.890688, -4.332710], [-2.498089, 0.662716, 2.419470], [-1.327437, 0.666414, 3.200641], [-3.816442, -1.158826, -3.218589], [-2.383519, -2.189707, -5.497068], [-1.315041, -5.470241, -3.172936], [-5.000582, 5.231424, -1.377332], [-2.315276, -3.586365, -1.531607], [-0.352057, -2.300338, -2.394269], [0.944216, 5.930725, -1.132105], [-1.471728, 0.755467, 4.605609], [0.640161, -4.330611, 6.315712], [-0.606950, -3.355200, 4.856657], [-0.305750, -1.842387, -1.418362], [-0.930967, -3.663312, -2.173550], [-3.244605, 7.305813, -1.068506], [2.577351, 0.878357, 1.489734], [-0.241452, -0.272411, 6.539699], [-6.311601, -0.445325, 3.413914], [0.734249, 1.972377, -2.951975], [-2.306106, 0.653118, 0.503673]],
  "forces_ev_per_angstrom": [[0.0, 0.0, 0.0], [0.0, 0.0, 0.0], [-0.1, 0.0, -0.1], [0.0, 0.0, 0.0], [0.0, 0.0, 0.0], [0.0, 0.0, 0.0], [-0.3, 0.0, 0.1], [-0.1, 0.2, 0.0], [0.0, 0.1, 0.0], [-0.1, 0.1, 0.0], [0.0, 0.0, 0.0], [0.0, 0.0, 0.0], [0.0, 0.0, 0.0], [0.1, 0.0, 0.0], [0.0, 0.1, 0.1], [0.0, 0.0, 0.1], [0.0, 0.0, 0.0], [0.0, 0.0, 0.0], [0.0, 0.0, 0.0], [0.0, 0.0, 0.0], [0.0, 0.0, 0.0], [0.1, -0.2, 0.0], [0.0, 0.0, 0.0], [0.0, 0.0, 0.0], [0.0, 0.0, 0.0], [0.0, 0.0, 0.0], [0.0, 0.0, 0.0], [0.0, 0.0, 0.0], [-0.1, 0.1, 0.0], [0.0, 0.0, 0.0], [0.1, 0.0, 0.0], [0.0, 0.0, 0.0], [0.0, 0.0, 0.0], [0.0, 0.0, 0.0], [0.0, 0.0, 0.0], [0.0, 0.0, 0.0], [0.0, 0.0, 0.0], [0.0, 0.0, 0.1], [0.0, 0.0, 0.0], [-0.3, 0.2, 0.5], [0.0, 0.0, 0.0], [0.0, 0.0, 0.0], [0.0, 0.0, 0.0], [0.0, 0.0, 0.0], [0.0, 0.0, 0.0], [0.0, 0.0, 0.0], [0.2, 0.5, 0.1], [0.0, 0.0, 0.0], [0.0, 0.0, 0.0], [0.0, 0.0, 0.0], [0.0, 0.0, 0.0], [0.0, 0.0, 0.0], [0.0, 0.0, 0.0], [0.0, 0.0, 0.0], [0.0, 0.0, 0.0], [0.1, -0.6, -0.2], [0.0, 0.0, 0.0], [0.0, 0.0, -0.1], [0.0, 0.0, 0.0], [0.2, 0.3, 0.5], [0.0, 0.0, 0.0], [0.0, 0.0, 0.0], [0.1, 0.2, -0.5], [0.0, 0.0, 0.0], [0.0, 0.0, 0.0], [-0.1, 0.1, 0.0], [0.0, 0.0, 0.0], [0.1, 0.1, 0.0], [0.0, 0.0, 0.0], [0.0, -0.1, 0.0], [0.0, 0.1, 0.0], [0.0, 0.0, 0.0], [0.0, -0.2, 0.0], [0.0, 0.0, 0.0], [0.0, 0.0, 0.0], [0.0, 0.0, 0.0], [0.0, 0.0, 0.0], [0.0, 0.0, 0.1], [0.0, -0.1, 0.0], [0.0, 0.0, 0.0], [0.0, 0.0, 0.0], [0.0, 0.0, 0.0], [0.0, 0.0, 0.0], [0.0, 0.0, 0.0], [0.1, 0.1, 0.0], [0.0, 0.0, 0.0], [0.0, 0.0, 0.0], [0.3, -0.2, -0.3], [0.0, 0.0, 0.0], [0.0, 0.0, 0.0], [0.0, 0.2, 0.2], [0.0, 0.0, -0.1], [0.0, 0.0, 0.2], [0.0, 0.0, 0.0], [0.0, -0.1, 0.0], [0.0, 0.0, 0.0], [0.2, -0.1, -0.2], [-0.3, 0.0, 0.1], [0.0, 0.2, -0.1], [-0.1, 0.0, 0.0], [0.3, 0.0, -0.1], [0.0, 0.0, 0.0], [0.0, 0.0, 0.0], [0.0, 0.0, 0.0], [0.0, 0.0, 0.0], [0.3, -0.2, -0.1], [-0.1, -0.1, 0.0], [0.0, 0.0, 0.0], [-0.1, 0.0, 0.0], [0.0, 0.0, 0.0], [0.0, -0.1, -0.1], [0.1, 0.0, 0.1], [-0.3, -0.2, -0.7], [0.0, 0.0, 0.0], [0.0, -0.2, 0.1], [0.1, 0.0, 0.0], [0.0, 0.0, 0.0], [-0.1, -0.1, -0.1], [-0.5, 0.0, 0.5]],
  "lowdin_charge": [0.087, 0.081, -0.579, 0.070, 0.082, -0.182, -0.303, -0.307, 0.036, -0.160, 0.076, 0.092, 0.098, -0.193, 0.120, -0.071, 0.084, 0.083, 0.079, 0.074, -0.053, -0.599, 0.085, 0.080, 0.073, 0.079, 0.082, 0.075, -0.079, 0.021, -0.364, 0.010, 0.074, 0.069, 0.125, -0.515, -0.561, 0.460, -0.002, -0.629, 0.100, -0.050, 0.089, 0.088, 0.091, -0.011, -0.757, -0.179, 0.091, -0.053, -0.073, -0.059, 0.080, 0.071, 0.116, 1.014, 0.089, -0.522, 0.079, 0.123, 0.142, 0.086, 1.899, 0.080, -0.073, -0.339, 0.089, -1.028, 0.125, -0.562, 0.066, 0.124, -0.058, 0.074, -0.053, -0.145, 0.078, -0.002, 0.107, 0.082, 0.098, 0.078, 0.071, 0.070, -0.136, 0.090, -0.054, -0.207, 0.762, 0.073, -0.139, -0.090, -0.357, -0.065, 0.134, -0.056, -0.359, -0.149, -0.158, -0.375, -0.338, 0.088, 0.070, 0.135, -0.053, -0.110, -0.262, -0.047, -0.075, 0.100, -0.093, 0.026, -0.080, 0.085, -0.190, -0.045, 0.086, 0.599, 1.155]
}



2.
{
  "formula": "C3H8N4S",
  "method": "ωB97M-V/def2-TZVPD",
  "total_energy_ev": -20034.6461,
  "charge": 0,
  "max_force_ev_per_a": 1.251,
  "multiplicity": 1,
  "homo_lumo_gap_ev": 8.831,
  "lumo_energy_ev": 0.735,
  "de_lowest_kj_mol": 153.5,
  "symbols": ["H", "H", "H", "C", "S", "H", "H", "C", "H", "N", "N", "H", "N", "H", "C", "N"],
  "positions_angstrom": [[0.019857, -2.067282, -0.007032], [-1.091470, 2.080398, 0.208195], [-3.298703, 1.670742, 0.248793], [0.822963, 0.333512, -0.037961], [-1.195349, -1.539035, -0.076941], [2.307535, 1.731433, -0.529192], [3.446147, -1.302712, 0.122510], [-1.514614, 1.083253, 0.110474], [1.298911, 2.326789, 0.744288], [-0.558024, 0.092061, -0.029026], [-2.752221, 0.794551, 0.096186], [0.678068, 2.298397, -0.941023], [1.601081, -0.674726, 0.071430], [3.254757, 0.115657, 0.882697], [1.286194, 1.755052, -0.196261], [2.986767, -0.391851, 0.039169]],
  "forces_ev_per_angstrom": [[0.4, -0.1, 0.0], [-0.1, 0.0, 0.1], [0.5, -1.0, -0.2], [-0.1, -0.1, 0.2], [-0.3, 0.5, 0.0], [0.4, -0.1, -0.3], [-0.2, 0.4, -0.1], [0.3, -0.4, -0.2], [-0.3, -0.2, -0.2], [-0.2, -0.2, 0.0], [-0.4, 1.2, 0.3], [0.3, -0.2, 0.4], [-0.2, 0.3, -0.1], [-0.1, 0.0, -0.1], [-0.4, 0.4, 0.0], [0.3, -0.5, 0.3]],
  "lowdin_charge": [-0.165, 0.112, 0.061, -0.424, 0.820, 0.058, 0.078, -0.363, 0.095, -0.396, 0.046, 0.088, -0.044, 0.081, -0.029, -0.018]
}